{
  "formula": "C77H74BrFN9O4P4Sr",
  "method": "the ωB97M-V functional and the def2-TZVPD basis",
  "symbols": ["Sr", "N", "C", "C", "C", "C", "C", "C", "P", "C", "C", "C", "C", "C", "C", "C", "C", "C", "C", "C", "C", "H", "H", "H", "H", "H", "H", "H", "H", "H", "H", "H", "H", "H", "H", "H", "H", "Br", "C", "C", "C", "C", "C", "C", "N", "N", "C", "C", "C", "C", "O", "C", "N", "C", "C", "C", "C", "H", "H", "H", "H", "H", "H", "H", "H", "H", "F", "C", "C", "C", "C", "O", "C", "C", "N", "C", "C", "C", "C", "C", "C", "N", "C", "C", "N", "C", "C", "C", "O", "O", "H", "H", "H", "H", "H", "H", "H", "H", "H", "H", "H", "H", "H", "H", "H", "H", "H", "H", "C", "P", "C", "C", "C", "C", "C", "C", "C", "P", "C", "C", "H", "H", "H", "H", "H", "H", "H", "H", "H", "H", "H", "H", "H", "H", "H", "H", "N", "P", "C", "C", "C", "C", "C", "C", "C", "C", "C", "C", "C", "C", "C", "C", "C", "C", "C", "N", "H", "H", "H", "H", "H", "H", "H", "H", "H", "H", "H", "H", "H", "H", "H"],
  "coordinates": [[0.6039, 1.0599, 0.9469], [-2.2679, 0.9309, -0.9327], [-2.7306, 1.8968, -1.8090], [-4.0007, 2.4490, -1.5835], [-4.5130, 3.4268, -2.4105], [-3.7768, 3.8805, -3.5024], [-2.5178, 3.3472, -3.7204], [-1.9619, 2.3732, -2.8835], [-0.2928, 1.6511, -3.0915], [-0.6577, 0.3874, -4.4010], [-0.5798, -0.9697, -4.0988], [-0.8778, -1.9297, -5.0691], [-1.2583, -1.5385, -6.3428], [-1.3427, -0.1833, -6.6521], [-1.0436, 0.7650, -5.6898], [0.7296, 2.8494, -4.0477], [0.6249, 4.2367, -3.9865], [1.5216, 5.0499, -4.6763], [2.5554, 4.4927, -5.4107], [2.6980, 3.1084, -5.4478], [1.7968, 2.2989, -4.7724], [-2.8847, 0.5904, -0.2174], [-1.5334, 0.3003, -1.2060], [-4.5787, 2.0967, -0.7329], [-5.4975, 3.8346, -2.2083], [-4.1747, 4.6388, -4.1659], [-1.9505, 3.6969, -4.5716], [-0.2796, -1.2720, -3.0976], [-0.8040, -2.9861, -4.8385], [-1.4856, -2.2832, -7.0977], [-1.6391, 0.1311, -7.6470], [-1.1014, 1.8170, -5.9468], [-0.1508, 4.7012, -3.3885], [1.4088, 6.1263, -4.6264], [3.2496, 5.1288, -5.9465], [3.5091, 2.6587, -6.0093], [1.9152, 1.2204, -4.8177], [-3.2270, -1.5610, 6.6454], [-3.2138, 0.3337, 6.5317], [-2.8439, 1.0759, 7.6373], [-2.8280, 2.4633, 7.5448], [-3.1426, 3.0984, 6.3554], [-3.5431, 2.3328, 5.2626], [-3.5796, 0.9480, 5.3451], [-3.1762, 4.5559, 6.3824], [-2.7867, 5.2456, 5.4112], [-2.0777, 4.6750, 4.2942], [-2.4512, 5.1450, 3.0624], [-2.0033, 4.5711, 1.8645], [-1.1089, 3.5069, 1.8675], [-0.7051, 2.9024, 0.8034], [-0.5590, 3.1290, 3.1664], [0.4682, 2.2181, 3.1537], [1.0205, 1.8785, 4.3001], [0.6505, 2.4442, 5.5292], [-0.3570, 3.3612, 5.5530], [-1.0322, 3.7097, 4.3606], [-2.5794, 0.5821, 8.5635], [-2.5510, 3.0689, 8.4018], [-3.8163, 2.8169, 4.3336], [-3.8509, 0.3562, 4.4824], [-3.1812, 5.9493, 3.0436], [-2.3869, 4.9167, 0.9101], [1.8158, 1.1424, 4.2567], [1.1694, 2.1588, 6.4364], [-0.6283, 3.8387, 6.4838], [-0.8594, -5.5370, -3.5532], [-1.4358, -5.2599, -2.3565], [-1.1689, -4.0522, -1.7805], [-1.7513, -3.6898, -0.5725], [-1.4097, -2.3830, 0.0482], [-0.6825, -1.5849, -0.5474], [-2.0224, -2.1687, 1.3482], [-2.8654, -3.0941, 1.8533], [-3.2075, -4.2633, 1.2505], [-4.1183, -5.1683, 1.9114], [-5.3427, -4.6060, 2.5484], [-5.4638, -5.4238, 1.2957], [-2.6144, -4.5992, 0.0418], [-2.8575, -5.8403, -0.5488], [-2.2908, -6.1970, -1.7593], [-2.5495, -7.4921, -2.2987], [-3.9047, -8.0260, -2.1754], [-3.8069, -9.5228, -1.8669], [-2.4993, -10.0121, -2.4412], [-2.2910, -9.3896, -3.7981], [-1.9401, -7.9127, -3.5664], [-1.7452, -0.9884, 2.2464], [-2.5591, -0.7432, 3.1359], [-0.6566, -0.3882, 1.9788], [-0.4991, -3.3511, -2.2674], [-3.3245, -2.9025, 2.8165], [-3.6361, -5.9975, 2.4164], [-5.5112, -3.5394, 2.4624], [-5.6568, -5.0356, 3.4894], [-5.7020, -4.8920, 0.3811], [-5.8712, -6.4266, 1.3620], [-3.4870, -6.5372, -0.0165], [-4.4774, -7.8585, -3.0950], [-4.4509, -7.5441, -1.3778], [-4.6066, -10.0895, -2.3377], [-3.7948, -9.7340, -0.8009], [-2.4610, -11.0270, -2.4662], [-1.7551, -9.6745, -1.8314], [-3.2187, -9.5292, -4.3449], [-1.4965, -9.9120, -4.3199], [-2.2756, -7.3329, -4.4284], [-0.8637, -7.8084, -3.4938], [4.5636, -0.1372, 4.0289], [3.8370, 0.4088, 2.4164], [4.9635, 1.8113, 2.0963], [4.5338, -0.9469, 1.3789], [5.8206, -0.9259, 0.8497], [6.3313, -2.0280, 0.1698], [5.5563, -3.1679, 0.0287], [4.2638, -3.1966, 0.5369], [3.7262, -2.0966, 1.2073], [1.9299, -1.9642, 1.6237], [1.8300, -2.1363, 3.4647], [1.3977, -3.6962, 1.2692], [5.6361, -0.2803, 3.9016], [4.1228, -1.0701, 4.3724], [4.3947, 0.6303, 4.7888], [4.9275, 2.0942, 1.0437], [4.6255, 2.6672, 2.6827], [5.9918, 1.5788, 2.3797], [6.4382, -0.0409, 0.9582], [7.3355, -1.9963, -0.2362], [5.9529, -4.0346, -0.4884], [3.6678, -4.0904, 0.3873], [2.5416, -2.8667, 3.8504], [0.8134, -2.4707, 3.6863], [1.9620, -1.1827, 3.9728], [2.0401, -4.4140, 1.7838], [1.3904, -3.9120, 0.1983], [0.3817, -3.8130, 1.6491], [3.3508, 2.8903, -1.2132], [2.1307, 3.5257, -0.1732], [1.4862, 4.9572, -1.1218], [2.3155, 5.8701, -1.7765], [1.7786, 6.9872, -2.3945], [0.4035, 7.2142, -2.3525], [-0.4264, 6.3110, -1.7077], [0.1115, 5.1787, -1.0984], [3.1312, 4.4945, 1.0353], [4.4566, 4.8677, 0.8407], [5.1223, 5.6361, 1.7865], [4.4678, 6.0384, 2.9465], [3.1422, 5.6761, 3.1492], [2.4780, 4.9113, 2.1955], [3.3984, 1.5529, -1.5944], [4.3695, 1.1598, -2.5245], [4.3979, -0.1459, -2.9457], [3.4553, -1.0441, -2.4546], [2.5530, -0.5797, -1.5277], [2.5178, 0.6889, -1.0675], [3.8850, 3.5028, -1.8077], [3.3939, 5.7320, -1.7981], [2.4310, 7.6895, -2.9008], [-0.0132, 8.0983, -2.8214], [-1.4974, 6.4799, -1.6774], [-0.5298, 4.4473, -0.6177], [4.9971, 4.5360, -0.0410], [6.1553, 5.9201, 1.6199], [4.9897, 6.6344, 3.6863], [2.6219, 5.9839, 4.0499], [1.4378, 4.6434, 2.3560], [5.0733, 1.8907, -2.9083], [5.1452, -0.4667, -3.6621], [3.4307, -2.0760, -2.7768], [1.7877, -1.2405, -1.1282]],
  "forces_ev_per_a": [[1.408, -0.443, -1.632], [0.115, 0.065, -0.295], [-0.056, -0.114, 0.486], [-0.052, 0.038, 0.053], [0.001, -0.012, 0.003], [0.085, -0.022, 0.037], [-0.022, -0.056, 0.002], [0.106, 0.160, -0.147], [-0.044, -0.137, -0.022], [0.048, 0.142, -0.028], [0.035, -0.050, -0.028], [0.020, 0.144, 0.091], [-0.017, 0.056, 0.009], [0.009, -0.068, -0.028], [0.016, 0.047, -0.014], [0.077, -0.160, -0.088], [-0.214, -0.050, -0.189], [-0.122, -0.131, -0.263], [0.003, -0.082, 0.045], [-0.021, -0.005, 0.088], [-0.030, 0.019, -0.014], [-0.074, 0.045, -0.006], [-0.098, -0.090, -0.041], [0.052, 0.027, -0.081], [0.060, -0.022, -0.007], [0.025, -0.053, 0.035], [0.111, 0.036, -0.035], [-0.028, 0.041, -0.067], [0.010, 0.003, 0.069], [0.015, 0.043, 0.043], [0.021, -0.025, 0.068], [0.002, -0.024, 0.032], [0.094, -0.183, -0.377], [-0.039, -0.228, -0.152], [-0.016, -0.020, -0.003], [-0.035, 0.006, 0.013], [0.001, 0.027, -0.001], [-0.007, -0.015, 0.005], [-0.002, 0.071, -0.054], [0.050, 0.118, 0.089], [0.101, -0.055, 0.237], [-0.033, 0.354, 0.000], [-0.108, -0.018, -0.039], [-0.095, 0.174, -0.047], [0.065, -0.200, -0.839], [0.387, -0.626, 0.446], [-0.272, 0.113, 0.241], [-0.226, 0.054, -0.257], [-0.230, 0.144, 0.113], [0.197, -0.061, 0.046], [-0.701, 0.844, 0.347], [0.248, -0.162, -0.098], [-0.288, 0.553, 0.907], [-0.140, 0.153, -0.252], [0.093, -0.092, 0.041], [-0.081, 0.076, 0.018], [0.171, 0.050, 0.211], [-0.003, 0.036, -0.030], [-0.055, -0.064, -0.028], [-0.012, -0.042, 0.005], [0.024, 0.069, 0.105], [0.037, -0.065, -0.061], [0.025, 0.004, 0.084], [-0.001, -0.004, -0.023], [-0.018, 0.016, -0.065], [-0.041, 0.017, 0.000], [0.044, 0.024, -0.037], [-0.107, -0.052, -0.091], [0.141, 0.192, -0.095], [0.120, 0.117, 0.150], [-0.119, 0.227, 0.028], [-0.021, -0.238, -0.044], [0.157, -0.230, -0.292], [-0.209, -0.208, 0.036], [-0.024, -0.125, -0.106], [0.167, 0.013, -0.071], [-0.143, 0.105, 0.079], [-0.124, -0.036, -0.097], [-0.160, 0.085, 0.263], [-0.065, -0.130, 0.084], [0.062, -0.145, -0.097], [-0.114, -0.010, 0.009], [0.150, 0.068, -0.202], [0.079, -0.036, -0.082], [-0.165, 0.196, -0.170], [0.014, 0.033, 0.201], [-0.129, -0.049, 0.221], [0.234, 0.344, -0.038], [0.255, -0.048, -0.219], [-1.552, -1.087, 1.207], [-0.050, -0.057, 0.018], [0.039, 0.019, -0.046], [0.050, -0.010, 0.002], [0.016, -0.087, -0.012], [0.016, 0.002, -0.041], [0.057, -0.019, 0.082], [0.023, 0.080, 0.028], [0.034, -0.012, -0.019], [-0.002, -0.005, -0.023], [-0.043, 0.110, 0.060], [-0.005, -0.056, -0.003], [0.055, 0.005, 0.041], [-0.026, -0.124, -0.050], [0.101, 0.017, 0.087], [-0.064, -0.015, -0.031], [0.067, -0.064, 0.011], [-0.054, 0.022, -0.048], [0.098, 0.040, 0.007], [-0.109, 0.154, 0.010], [0.282, -0.138, -0.175], [0.074, -0.032, -0.047], [-0.159, -0.210, 0.090], [-0.027, -0.053, -0.021], [-0.042, 0.066, 0.043], [0.025, 0.053, -0.008], [-0.082, 0.047, 0.023], [0.100, 0.248, 0.019], [0.286, -0.377, 0.147], [-0.095, 0.069, -0.101], [-0.062, 0.047, -0.078], [0.053, 0.000, 0.043], [0.004, 0.010, -0.026], [-0.007, -0.025, -0.037], [-0.015, 0.012, 0.008], [-0.001, -0.006, -0.013], [0.005, 0.030, -0.025], [-0.023, -0.065, 0.017], [-0.042, 0.014, 0.007], [-0.022, 0.040, 0.024], [0.075, 0.090, 0.020], [0.011, -0.021, 0.017], [0.027, 0.011, -0.009], [0.003, -0.024, -0.063], [-0.036, -0.034, -0.021], [-0.003, 0.035, 0.040], [-0.019, 0.021, -0.023], [-0.230, -0.259, 0.119], [0.552, 0.460, -0.078], [-0.093, 0.004, 0.116], [0.019, 0.114, 0.175], [-0.035, 0.053, 0.318], [0.060, 0.035, 0.102], [0.056, 0.086, 0.163], [0.009, 0.088, 0.116], [-0.133, -0.007, -0.046], [0.142, 0.005, -0.022], [-0.040, 0.009, 0.052], [-0.003, -0.026, -0.068], [-0.013, -0.071, -0.072], [0.006, 0.024, 0.043], [-0.315, 0.129, 0.197], [0.110, 0.015, -0.101], [0.109, 0.003, -0.092], [-0.012, -0.055, 0.014], [-0.141, 0.274, 0.155], [0.429, -0.084, -0.365], [0.089, 0.045, -0.069], [-0.074, -0.010, 0.032], [-0.027, -0.024, 0.019], [0.018, -0.039, 0.010], [0.051, -0.030, -0.013], [0.014, 0.059, 0.026], [-0.047, 0.033, 0.040], [-0.048, -0.022, 0.013], [-0.028, -0.034, -0.042], [0.026, -0.015, -0.076], [0.052, 0.008, 0.009], [-0.049, -0.055, 0.033], [-0.030, 0.013, 0.011], [-0.004, 0.025, 0.017], [0.039, 0.067, 0.042]],
  "lowdin_charge": [1.260, 0.111, -0.323, -0.038, -0.090, -0.099, -0.104, -0.305, 1.131, -0.351, -0.094, -0.090, -0.093, -0.077, -0.085, -0.358, -0.101, -0.082, -0.080, -0.088, -0.117, 0.097, 0.016, 0.111, 0.104, 0.098, 0.094, 0.068, 0.082, 0.100, 0.105, 0.107, 0.075, 0.094, 0.102, 0.102, 0.102, 0.711, -0.679, -0.126, -0.047, -0.286, -0.013, -0.109, 0.068, 0.071, -0.259, -0.028, -0.006, -0.395, -0.361, -0.152, 0.006, -0.136, -0.029, 0.000, -0.113, 0.099, 0.116, 0.122, 0.078, 0.116, 0.108, 0.060, 0.109, 0.115, 0.047, -0.186, 0.080, -0.048, -0.313, -0.014, -0.031, 0.041, 0.010, -0.271, -0.076, -0.098, -0.118, 0.054, -0.126, -0.086, -0.126, -0.068, 0.060, -0.071, -0.129, -0.608, 0.017, -0.323, 0.125, 0.146, 0.154, 0.118, 0.114, 0.116, 0.102, 0.102, 0.140, 0.114, 0.138, 0.137, 0.184, 0.181, 0.134, 0.138, 0.139, 0.130, -0.257, 0.894, -0.280, -0.395, -0.086, -0.080, -0.086, -0.103, -0.389, 0.898, -0.266, -0.277, 0.045, 0.022, 0.045, 0.026, 0.038, 0.045, 0.095, 0.104, 0.103, 0.082, 0.050, 0.044, 0.002, 0.046, 0.038, 0.031, -0.117, 1.061, -0.333, -0.094, -0.104, -0.080, -0.077, -0.101, -0.360, -0.129, -0.083, -0.083, -0.068, -0.083, -0.395, -0.027, -0.066, -0.072, -0.173, 0.035, 0.087, 0.104, 0.112, 0.110, 0.113, 0.075, 0.096, 0.104, 0.104, 0.108, 0.093, 0.115, 0.112, 0.105, 0.072],
  "e_lumo_ha": -0.120,
  "e_homo_ha": -0.28865,
  "total_charge": 1,
  "orbital_gap_ev": 4.60
}